DFT (the ωB97M-V functional and the def2-TZVPD basis) results for C31H44AlAsN2O2PS as an isolated structure.

Results
energy relative to the best compared isomer or geometry (same formula, charge and spin): 0.0 kcal per mole
multiplicity: 1
net charge: +1
frontier orbital gap: 7.2 eV
LUMO energy: -2.819 eV
highest occupied orbital energy: -10.0135 eV

Last column: Mulliken charge in e.
Cartesian coordinates (Å):
Al (-0.55, -0.86, 0.19)  -0.71
C (3.88, 0.39, -1.25)  -1.63
C (2.73, -0.62, -1.20)  2.24
C (3.13, -1.94, -1.86)  -1.48
P (1.94, -0.82, 0.48)  0.79
C (2.99, -1.85, 1.58)  0.76
C (4.50, -1.66, 1.42)  -1.62
C (2.59, -3.33, 1.47)  -1.64
C (1.84, 0.84, 1.15)  0.06
C (2.77, 1.41, 2.03)  -0.62
C (2.66, 2.71, 2.47)  0.22
C (3.69, 3.33, 3.39)  -1.73
C (1.57, 3.45, 2.01)  -1.14
C (0.62, 2.91, 1.17)  -0.65
C (0.71, 1.58, 0.74)  0.31
N (-0.30, 0.96, -0.03)  1.80
C (-1.23, 1.84, -0.68)  -1.85
C (-0.94, 2.28, -1.98)  1.30
C (0.33, 1.85, -2.68)  -0.97
C (-1.83, 3.13, -2.63)  -1.06
C (-3.01, 3.55, -2.02)  0.64
C (-3.97, 4.46, -2.76)  -1.56
C (-3.26, 3.13, -0.73)  -1.03
C (-2.39, 2.28, -0.04)  1.60
C (-2.70, 1.95, 1.40)  -1.63
H (4.05, 0.68, -2.29)  0.46
H (4.80, -0.05, -0.88)  0.39
H (3.67, 1.30, -0.68)  0.33
H (1.89, -0.20, -1.76)  -0.87
H (4.04, -2.35, -1.42)  0.31
H (3.35, -1.75, -2.92)  0.44
H (2.35, -2.70, -1.82)  0.24
H (2.72, -1.50, 2.59)  0.67
H (4.86, -2.09, 0.49)  0.30
H (5.01, -2.19, 2.23)  0.46
H (4.81, -0.62, 1.46)  0.27
H (2.88, -3.73, 0.50)  0.32
H (1.52, -3.48, 1.60)  0.25
H (3.11, -3.91, 2.24)  0.50
H (3.62, 0.81, 2.35)  0.17
H (4.38, 2.57, 3.78)  0.36
H (3.22, 3.83, 4.23)  0.39
H (4.29, 4.07, 2.86)  0.32
H (1.46, 4.48, 2.33)  0.42
H (-0.22, 3.51, 0.85)  0.49
H (0.29, 0.78, -2.94)  0.04
H (1.21, 2.00, -2.06)  0.15
H (0.46, 2.41, -3.61)  0.51
H (-1.59, 3.47, -3.63)  0.45
H (-3.44, 5.26, -3.26)  0.38
H (-4.69, 4.90, -2.07)  0.39
H (-4.52, 3.90, -3.52)  0.29
H (-4.15, 3.47, -0.22)  0.42
H (-3.09, 2.83, 1.91)  0.58
H (-1.81, 1.63, 1.94)  0.05
H (-3.46, 1.18, 1.47)  0.32
O (-4.23, -1.78, 1.04)  -0.68
C (-3.07, -1.44, 1.05)  0.05
O (-2.36, -1.07, 0.02)  -0.05
C (-2.27, -1.40, 2.33)  0.75
C (-2.86, -1.50, 3.57)  -0.86
C (-2.06, -1.35, 4.69)  -0.45
C (-0.70, -1.11, 4.53)  -1.12
C (-0.19, -1.04, 3.25)  -0.18
N (-0.96, -1.19, 2.16)  0.85
H (-3.93, -1.68, 3.63)  0.57
H (-2.49, -1.40, 5.68)  0.45
H (-0.05, -0.97, 5.38)  0.50
H (0.86, -0.86, 3.08)  0.45
C (-1.59, -1.96, -4.16)  -1.04
As (-1.96, -2.94, -2.56)  0.97
C (-2.04, -4.80, -3.04)  -1.14
C (-3.74, -2.45, -2.06)  -1.12
S (-0.26, -2.73, -1.26)  -0.56
H (-2.38, -2.12, -4.88)  0.46
H (-0.63, -2.29, -4.56)  0.37
H (-1.53, -0.90, -3.90)  0.22
H (-2.57, -4.90, -3.99)  0.41
H (-2.57, -5.33, -2.26)  0.38
H (-1.03, -5.18, -3.13)  0.39
H (-4.36, -2.82, -2.88)  0.54
H (-3.80, -1.37, -1.97)  0.30
H (-4.02, -2.91, -1.12)  0.33

***

DFT (the ωB97M-V functional and the def2-TZVPD basis) results for one molecule with the formula CHClNO2P at a distorted geometry.

Results
energy relative to the best compared isomer or geometry (same formula, charge and spin): 44.6 kcal per mole
multiplicity: 1
net charge: 0
frontier orbital gap: 9.1 eV
LUMO energy: -1.684 eV
highest occupied orbital energy: -10.8326 eV

Last column: Mulliken charge in e.
Cartesian coordinates (Å):
C (-0.47, -0.91, -0.90)  0.42
N (0.80, 1.49, 0.79)  -0.48
O (-0.59, -2.07, -1.18)  -0.35
O (0.64, -0.65, 2.20)  -0.50
P (0.31, 0.03, 0.96)  0.73
Cl (-1.19, 0.33, -1.78)  -0.08
H (0.49, 1.78, -0.10)  0.26

***

DFT (the ωB97M-V functional and the def2-TZVPD basis) results for one molecule with the formula C2H5NO2.

Results
SMILES string: NC(=O)CO
energy relative to the best compared isomer or geometry (same formula, charge and spin): 18.3 kcal per mole
multiplicity: 1
net charge: 0
frontier orbital gap: 10.6 eV
LUMO energy: 0.737 eV
highest occupied orbital energy: -9.8245 eV

Last column: Mulliken charge in e.
Cartesian coordinates (Å):
N (1.52, 0.08, 0.27)  -0.42
C (0.39, -0.58, -0.19)  0.44
O (0.39, -1.80, -0.27)  -0.57
C (-1.01, 0.04, -0.32)  -0.30
O (-1.20, 1.37, 0.08)  -0.52
H (2.20, -0.62, 0.58)  0.25
H (1.96, 0.87, -0.19)  0.24
H (-1.36, -0.06, -1.35)  0.28
H (-1.63, -0.65, 0.28)  0.26
H (-1.25, 1.37, 1.04)  0.32

***

DFT (the ωB97M-V functional and the def2-TZVPD basis) results for a 8-piece molecular cluster, C4H25N2O9 overall at a distorted geometry.

Results
energy relative to the best compared isomer or geometry (same formula, charge and spin): 143.7 kcal per mole
multiplicity: 1
net charge: +1
frontier orbital gap: 10.1 eV
LUMO energy: -2.857 eV
highest occupied orbital energy: -12.9101 eV

Last column: Mulliken charge in e.
Cartesian coordinates (Å):
C (0.32, 0.46, -2.95)  -0.89
O (1.73, 0.67, -2.83)  -0.57
C (-0.12, 0.04, -1.52)  0.48
C (0.39, 0.87, -0.36)  -0.40
C (-0.33, 2.18, -0.43)  0.14
N (0.39, 3.27, -0.01)  -0.31
O (-1.52, 2.32, -0.74)  -0.53
N (0.41, -1.37, -1.29)  -0.13
H (-0.06, 1.37, -3.34)  0.40
H (0.40, -0.29, -3.73)  0.36
H (1.92, 1.50, -2.28)  0.36
H (-1.35, 0.17, -1.53)  0.21
H (0.32, 0.15, 0.56)  -0.16
H (1.55, 0.82, -0.25)  0.61
H (0.00, 4.18, 0.43)  0.28
H (1.36, 3.31, -0.26)  0.19
H (1.20, -1.31, -0.56)  0.34
H (0.72, -1.81, -2.15)  0.35
H (-0.45, -1.96, -0.89)  0.38
H (-2.80, 1.74, 1.07)  0.29
H (-3.90, 1.55, 0.15)  0.26
O (-3.32, 1.05, 0.60)  -0.63
H (-1.85, -3.37, -0.79)  0.24
H (-1.02, -4.17, -1.80)  0.28
O (-1.03, -3.38, -1.17)  -0.68
H (-0.80, -2.74, 1.69)  0.32
H (-0.25, -2.95, 0.37)  0.32
O (0.02, -2.65, 1.16)  -0.50
H (-0.25, 0.12, 4.42)  0.32
H (1.18, 0.79, 4.31)  0.28
O (0.76, 0.03, 4.16)  -0.59
H (-2.72, -0.61, 0.59)  0.35
H (-3.82, -1.43, 0.13)  0.29
O (-2.86, -1.54, 0.40)  -0.58
H (2.55, -1.53, 1.73)  0.35
H (1.28, -1.07, 1.85)  0.12
O (2.14, -0.72, 1.93)  -0.50
H (2.86, 1.51, 1.31)  0.23
H (3.76, 2.62, 1.14)  0.16
O (3.16, 2.20, 0.87)  -0.43

***

DFT (the ωB97M-V functional and the def2-TZVPD basis) results for C5H9NO as an isolated structure at a distorted geometry.

Results
energy relative to the best compared isomer or geometry (same formula, charge and spin): 112.9 kcal per mole
multiplicity: 1
net charge: 0
frontier orbital gap: 10.5 eV
LUMO energy: 1.027 eV
highest occupied orbital energy: -9.4257 eV

Last column: Mulliken charge in e.
Cartesian coordinates (Å):
C (-1.55, -1.24, -0.19)  -1.42
C (-0.49, -0.19, -0.50)  0.38
C (-0.74, 1.30, -0.13)  -0.64
C (0.72, 1.45, 0.39)  -0.42
C (0.79, -0.03, 0.25)  0.11
N (1.61, -0.95, 0.30)  -0.35
O (2.95, -0.85, 0.66)  -0.47
H (-2.40, -1.05, -0.84)  0.36
H (-1.90, -1.20, 0.85)  0.33
H (-1.20, -2.26, -0.40)  0.35
H (-0.20, -0.30, -1.55)  0.21
H (-1.04, 1.94, -0.95)  0.30
H (-1.46, 1.36, 0.69)  0.26
H (0.87, 1.87, 1.39)  0.28
H (1.42, 1.93, -0.30)  0.24
H (2.61, -1.79, 0.32)  0.49

***

DFT (the ωB97M-V functional and the def2-TZVPD basis) results for C35H43CdClN2Si2 as an isolated structure at a distorted geometry.

Results
energy relative to the best compared isomer or geometry (same formula, charge and spin): 67.0 kcal per mole
multiplicity: 1
net charge: 0
frontier orbital gap (alpha / beta): 5.0 / 4.9 eV
LUMO energy (alpha / beta): -1.327 / -1.369 eV
highest occupied orbital energy (alpha / beta): -6.3263 / -6.3018 eV

Last column: Mulliken charge in e.
Cartesian coordinates (Å):
C (4.76, -1.47, 0.06)  -0.28
C (3.90, -2.56, 0.38)  -0.51
C (3.11, -2.86, -0.76)  -1.40
H (3.87, -3.11, 1.33)  0.47
C (3.46, -1.92, -1.79)  -0.38
C (4.48, -1.07, -1.28)  -0.62
H (4.95, -0.24, -1.80)  0.37
H (5.53, -1.05, 0.71)  0.53
H (2.42, -3.71, -0.86)  0.77
H (3.00, -1.86, -2.78)  0.46
Cd (0.28, -2.21, -0.66)  0.33
Si (-2.04, -1.82, -1.41)  1.18
C (-3.30, -1.79, -0.03)  0.54
C (-4.40, -0.92, -0.15)  -0.44
H (-4.51, -0.28, -1.04)  0.81
C (-5.40, -0.88, 0.83)  -0.91
H (-6.20, -0.14, 0.75)  0.44
C (-5.33, -1.76, 1.91)  -0.45
H (-6.09, -1.71, 2.69)  0.39
C (-4.27, -2.68, 2.01)  -0.64
H (-4.22, -3.36, 2.85)  0.41
C (-3.26, -2.69, 1.04)  -0.53
H (-2.43, -3.40, 1.11)  0.23
C (-3.20, -1.90, -2.89)  0.48
C (-4.24, -2.85, -2.89)  -0.41
H (-4.16, -3.73, -2.25)  0.33
C (-5.41, -2.63, -3.63)  -0.53
H (-6.25, -3.33, -3.55)  0.40
C (-5.52, -1.49, -4.44)  -0.52
H (-6.45, -1.28, -4.97)  0.38
C (-4.43, -0.63, -4.57)  -0.76
H (-4.47, 0.25, -5.22)  0.41
C (-3.25, -0.88, -3.86)  0.03
H (-2.40, -0.20, -4.01)  0.26
H (-1.11, -3.10, -1.27)  -0.39
Si (-2.93, 1.64, -0.38)  0.25
C (-1.86, 1.19, -1.82)  0.63
C (-1.17, -0.14, -1.81)  1.69
H (-0.47, 0.09, -0.98)  -1.45
C (-0.37, -0.48, -3.01)  -0.57
H (-0.33, -1.51, -3.36)  0.48
C (0.27, 0.56, -3.67)  -0.92
H (1.22, 0.35, -4.18)  0.42
C (-0.35, 1.82, -3.65)  -0.66
H (0.05, 2.59, -4.31)  0.46
C (-1.45, 2.11, -2.81)  -0.81
H (-1.98, 3.07, -2.89)  0.46
C (-2.34, 1.21, 1.31)  0.42
C (-1.03, 0.74, 1.51)  -0.79
H (-0.23, 1.07, 0.86)  0.58
C (-0.79, -0.23, 2.49)  0.10
H (0.15, -0.81, 2.46)  0.62
C (-1.73, -0.48, 3.48)  -0.89
H (-1.54, -1.25, 4.25)  0.41
C (-2.93, 0.25, 3.48)  -0.17
H (-3.65, 0.08, 4.28)  0.40
C (-3.22, 1.12, 2.42)  -0.89
H (-4.17, 1.64, 2.39)  0.41
H (-3.32, 2.98, -0.36)  -0.35
Cl (1.53, -0.37, 0.15)  -0.32
C (3.95, 4.00, -0.19)  -1.07
N (4.37, 2.86, 0.60)  0.62
C (5.65, 2.32, 0.19)  -0.76
C (4.16, 3.05, 2.01)  -0.97
C (4.43, 1.80, 2.86)  -1.11
N (3.35, 0.87, 2.83)  0.83
C (3.64, -0.47, 3.27)  -0.97
C (2.04, 1.39, 3.16)  -1.59
H (2.89, 4.19, -0.02)  0.24
H (4.51, 4.92, 0.07)  0.35
H (4.13, 3.78, -1.25)  0.32
H (5.76, 1.27, 0.51)  -0.11
H (5.71, 2.36, -0.91)  0.35
H (6.51, 2.89, 0.61)  0.27
H (4.82, 3.85, 2.41)  0.33
H (3.12, 3.39, 2.15)  0.48
H (5.36, 1.29, 2.55)  0.58
H (4.58, 2.18, 3.90)  0.28
H (3.64, -0.56, 4.37)  0.34
H (2.89, -1.16, 2.86)  0.10
H (4.63, -0.77, 2.90)  0.36
H (1.51, 1.69, 2.24)  0.23
H (1.43, 0.61, 3.64)  0.54
H (2.11, 2.27, 3.82)  0.40

***

> Number 4 is which compound?

C4H25N2O9

***

> Look up the net charge of the first one.

+1

***

> Which formula does entry 4 have?

C4H25N2O9

***

> Look up the net charge of the sixth one.

0